--- i ---
Here is an isolated molecule of C3H5N3O from the Open Molecules 2025 dataset. Energies are from ωB97M-V/def2-TZVPD.

Summary:
Kohn-Sham gap, eV: 10.081
E_HOMO, eV: -9.507
LUMO level, eV: 0.57
SMILES: Cc1n[nH]c(=O)[nH]1

Geometry as XYZ:
```
12
Properties=species:S:1:pos:R:3:lowdin_charge:R:1
C -1.223 -1.065 -1.007 -0.014
C -0.393 -0.270 -0.060 -0.402
N -0.632 -0.235 1.217 0.064
N 0.275 0.697 1.765 0.037
C 1.136 1.195 0.706 -0.544
O 1.984 2.065 0.786 0.054
N 0.711 0.457 -0.411 0.175
H -1.510 -0.477 -1.885 0.083
H -2.122 -1.390 -0.478 0.085
H -0.683 -1.955 -1.349 0.086
H 1.356 0.404 2.048 0.214
H 1.101 0.574 -1.332 0.161
```

***

--- ii ---
Here is an isolated molecule of C3H5N3O from the Open Molecules 2025 dataset. Energies are from ωB97M-V/def2-TZVPD.

Summary:
Kohn-Sham gap, eV: 9.596
E_HOMO, eV: -8.897
LUMO level, eV: 0.70
SMILES: C/N=c1\nc[nH]o1

Geometry as XYZ:
```
12
Properties=species:S:1:pos:R:3:lowdin_charge:R:1
C -2.263 0.067 -0.044 -0.133
N -1.156 -0.876 -0.044 0.046
C 0.020 -0.438 -0.022 -0.431
N 0.535 0.881 -0.013 0.153
C 1.800 0.740 -0.039 -0.172
N 2.240 -0.558 -0.159 0.041
O 1.083 -1.340 -0.028 0.012
H -2.821 -0.065 0.887 0.071
H -1.952 1.119 -0.137 0.066
H -2.943 -0.178 -0.863 0.069
H 2.527 1.549 -0.035 0.134
H 2.931 -0.900 0.496 0.145
```

***

Which of them is the least stable? Correct choice: ii.

***

--- i ---
Here is an isolated molecule of C3H5N3O from the Open Molecules 2025 dataset. Energies are from ωB97M-V/def2-TZVPD.

Summary:
Kohn-Sham gap, eV: 10.580
E_HOMO, eV: -9.748
LUMO level, eV: 0.83
SMILES: NCc1cnon1

Geometry as XYZ:
```
12
Properties=species:S:1:pos:R:3:lowdin_charge:R:1
N 1.502 0.417 -0.524 -0.017
C 0.908 -0.694 0.383 -0.138
C -0.513 -0.458 0.047 -0.488
C -1.078 0.839 0.219 -0.090
N -2.397 0.849 0.061 0.132
O -2.588 -0.540 -0.327 -0.079
N -1.341 -1.171 -0.223 0.127
H 1.287 0.344 -1.522 0.084
H 2.354 0.859 -0.214 0.059
H 1.047 -0.398 1.496 0.139
H 1.338 -1.820 0.257 0.152
H -0.518 1.774 0.344 0.119
```

***

--- ii ---
Here is an isolated molecule of C3H5N3O from the Open Molecules 2025 dataset. Energies are from ωB97M-V/def2-TZVPD.

Summary:
Kohn-Sham gap, eV: 7.963
E_HOMO, eV: -7.667
LUMO level, eV: 0.30

Geometry as XYZ:
```
12
Properties=species:S:1:pos:R:3:lowdin_charge:R:1
N 0.051 -0.015 2.064 0.128
C -0.013 -0.011 0.683 -0.443
N -0.922 -0.478 -0.081 0.171
C -0.432 -0.359 -1.413 -0.499
O -1.274 -0.799 -2.386 0.013
C 0.810 0.162 -1.642 0.003
N 1.112 0.444 -0.086 0.041
H -0.826 -0.303 2.480 0.100
H 0.397 0.837 2.489 0.095
H -2.085 -1.080 -1.939 0.096
H 1.142 1.434 -0.384 0.144
H 2.039 0.168 0.215 0.151
```

***

Which of them is the least stable? Correct choice: i.

***

--- i ---
Here is an isolated molecule of C3H5N3O from the Open Molecules 2025 dataset. Energies are from ωB97M-V/def2-TZVPD.

Summary:
Kohn-Sham gap, eV: 9.891
E_HOMO, eV: -8.893
LUMO level, eV: 1.00
SMILES: COc1nc[nH]n1

Geometry as XYZ:
```
12
Properties=species:S:1:pos:R:3:lowdin_charge:R:1
C 0.681 2.031 0.591 -0.017
O -0.372 1.418 -0.230 -0.044
C -0.323 0.130 -0.240 -0.497
N 0.531 -0.740 0.382 0.120
C 0.106 -1.915 -0.009 -0.209
N -0.994 -1.789 -0.734 -0.010
N -1.376 -0.445 -0.912 0.130
H 0.528 1.794 1.663 0.108
H 1.571 1.794 0.157 0.047
H 0.513 3.089 0.286 0.105
H 0.591 -2.893 0.308 0.145
H -1.456 -2.473 -1.262 0.121
```

***

--- ii ---
Here is an isolated molecule of C3H5N3O from the Open Molecules 2025 dataset. Energies are from ωB97M-V/def2-TZVPD.

Summary:
Kohn-Sham gap, eV: 9.146
E_HOMO, eV: -8.328
LUMO level, eV: 0.82
SMILES: Nn1cc(O)cn1

Geometry as XYZ:
```
12
Properties=species:S:1:pos:R:3:lowdin_charge:R:1
N -2.040 -0.574 0.027 0.061
N -0.870 0.023 -0.108 -0.358
C 0.123 -0.720 -0.117 -0.133
C 1.259 -0.020 0.055 -0.273
O 2.602 -0.339 -0.002 0.048
C 0.714 1.360 0.091 -0.103
N -0.546 1.333 -0.011 0.077
H -2.393 -0.446 1.097 0.158
H -2.548 0.180 -0.616 0.149
H 0.145 -1.869 -0.254 0.173
H 2.464 -1.256 0.157 0.072
H 1.091 2.329 -0.319 0.128
```

***

Which of them is the least stable? Correct choice: ii.

***

--- i ---
Here is an isolated molecule of C3H5N3O from the Open Molecules 2025 dataset. Energies are from ωB97M-V/def2-TZVPD.

Summary:
Kohn-Sham gap, eV: 8.934
E_HOMO, eV: -9.840
LUMO level, eV: -0.91
SMILES: [H]/N=C\N/N=C\C=O

Geometry as XYZ:
```
12
Properties=species:S:1:pos:R:3:lowdin_charge:R:1
H -1.319 -0.896 2.301 0.133
N -2.263 -0.615 1.695 0.063
C -1.809 -0.062 0.711 -0.335
N -0.399 0.250 0.417 0.040
N -0.231 0.814 -0.904 0.081
C 0.935 0.821 -1.313 -0.212
C 1.834 -0.181 -0.890 -0.195
O 1.780 -0.863 0.195 -0.011
H -2.580 0.516 0.053 0.138
H 0.391 -0.245 0.702 0.019
H 1.121 1.151 -2.477 0.164
H 2.638 -0.231 -1.642 0.114
```

***

--- ii ---
Here is C3H5N3O as an isolated structure from the Open Molecules 2025 dataset. Energies are from ωB97M-V/def2-TZVPD.

Summary:
Kohn-Sham gap, eV: 8.456
E_HOMO, eV: -7.733
LUMO level, eV: 0.72

Geometry as XYZ:
```
12
Properties=species:S:1:pos:R:3:lowdin_charge:R:1
N 0.479 -1.028 1.818 0.121
C 0.161 -0.371 0.635 -0.446
N 0.504 0.858 0.288 0.114
C -0.114 1.135 -0.933 -0.496
O 0.215 2.328 -1.398 -0.008
C -0.855 0.057 -1.328 -0.040
N -0.640 -0.909 -0.315 0.077
H 1.180 -0.511 2.341 0.095
H 0.789 -1.985 1.677 0.093
H 0.876 2.337 -0.380 0.243
H -1.403 -0.167 -2.227 0.100
H -1.192 -1.744 -0.179 0.148
```

***

Which of them is the least stable? Correct choice: i.